Entry 1:
C3H5N3S2 in the gas phase, computed with ωB97M-V/def2-TZVPD.

CARTESIAN COORDINATES (ANGSTROEM)
C (1.92549, 0.35583, -0.44829)
C (-0.31052, 1.01505, -0.29615)
C (-2.46570, 0.16637, 0.31169)
H (1.45562, -1.13284, 1.03045)
H (0.19041, -2.06938, 0.09748)
H (2.06091, 1.28290, -0.85034)
H (0.21425, 1.94794, -0.71366)
H (-2.99784, 0.16176, 1.21419)
N (0.49424, -1.15422, 0.61039)
N (0.63205, -0.02793, -0.08134)
N (-1.55175, 1.11915, 0.05981)
S (3.24954, -0.61844, -0.31406)
S (-2.89669, -1.04619, -0.62018)

Results
Multiplicity: 1
Energy relative to the best compared isomer or geometry (same formula, charge and spin) in kcal/mol: 67.8
Highest occupied orbital energy in eV: -8.7
Orbital gap in eV: 8.012
SMILES string: NN(C=S)/C=N\C=S
E_tot in Eh: -1077.84895

These are the Mulliken partial charges, in e, on atoms 1 to 5: -0.139 0.342 -0.121 0.206 0.255

---

Entry 2:
C3H5N3S2 in the gas phase, computed with ωB97M-V/def2-TZVPD.

CARTESIAN COORDINATES (ANGSTROEM)
C (0.68829, -1.35069, -0.49370)
C (0.27178, -0.00313, -0.16622)
C (-3.11766, 1.65471, 0.39211)
H (2.76873, -0.32728, 0.57063)
H (3.72120, -1.51211, -0.01775)
H (-0.14183, -2.06397, -0.73095)
H (1.00507, 0.80592, -0.10921)
H (-3.41641, 0.63861, 0.30376)
N (2.91358, -0.99798, -0.18320)
N (1.87374, -1.81391, -0.52712)
N (-0.97235, 0.25938, -0.03055)
S (-1.41622, 1.87175, 0.29500)
S (-4.17792, 2.83870, 0.69720)

Results
Multiplicity: 1
Energy relative to the best compared isomer or geometry (same formula, charge and spin) in kcal/mol: 55.4
Highest occupied orbital energy in eV: -8.8
Orbital gap in eV: 8.213
SMILES string: N/N=C\C=N\SC=S
E_tot in Eh: -1077.86872

These are the Mulliken partial charges, in e, on atoms 1 to 5: -0.108 -0.004 -0.194 0.199 0.247

---

Entry 3:
A molecular structure, C3H5N5, computed with ωB97M-V/def2-TZVPD.

CARTESIAN COORDINATES (ANGSTROEM)
C (1.16179, -0.25514, -0.25240)
C (0.38974, 0.89812, -0.21675)
C (-1.66765, -0.40808, -0.12941)
H (2.94883, -1.59550, 0.22628)
H (2.81026, 0.14454, 0.82936)
H (0.76874, 1.95533, -0.46952)
H (-1.28815, 1.88913, 0.33202)
H (-3.25706, 0.41561, 0.09556)
N (2.64208, -0.37753, -0.20105)
N (-0.90273, 0.82980, 0.07020)
N (-2.98367, -0.51600, -0.19619)
N (-0.96095, -1.55692, -0.05059)
N (0.33877, -1.42337, -0.03751)

Results
Multiplicity: 1
Energy relative to the best compared isomer or geometry (same formula, charge and spin) in kcal/mol: 128.7
Highest occupied orbital energy in eV: -8.3
Orbital gap in eV: 7.684
E_tot in Eh: -390.91334

These are the Mulliken partial charges, in e, on atoms 1 to 5: 0.072 -0.014 0.423 0.373 0.316

---

Entry 4:
C3H5NO in the gas phase, computed with ωB97M-V/def2-TZVPD.

CARTESIAN COORDINATES (ANGSTROEM)
O (0.52423, -0.97424, 2.74129)
C (-0.11195, -0.22957, 2.02504)
C (-0.61282, -0.36973, 0.66571)
C (-0.12495, 0.18700, -1.62802)
N (0.26467, -0.16176, -0.27072)
H (-0.50676, 0.75046, 2.39117)
H (-1.21295, 0.22113, -1.63450)
H (0.24888, -0.51437, -2.37605)
H (0.26524, 1.18710, -1.83478)
H (1.26642, -0.09602, -0.07914)

Results
Multiplicity: 1
Energy relative to the best compared isomer or geometry (same formula, charge and spin) in kcal/mol: 58.7
Highest occupied orbital energy in eV: -8.8
Orbital gap in eV: 9.577
E_tot in Eh: -247.21369

These are the Mulliken partial charges, in e, on atoms 1 to 5: -0.497 0.245 -0.405 -0.703 -0.052

---

Entry 5:
2 unconnected molecules or ions with the total composition C3H5NO, computed with ωB97M-V/def2-TZVPD.

CARTESIAN COORDINATES (ANGSTROEM)
C (-2.06471, -0.91683, -0.39406)
C (-1.16364, 0.00767, -0.06044)
C (1.57164, 0.02923, -0.20561)
N (-2.04638, 0.99845, 0.21219)
O (-3.10760, 0.03842, 0.06809)
H (-2.48083, -1.92057, -0.64094)
H (1.38873, -0.95365, -0.61394)
H (1.60482, 0.82122, -0.85521)
H (1.86443, 0.30387, 0.77384)
H (-1.92267, 1.64067, 0.97313)

Results
Multiplicity: 1
Energy relative to the best compared isomer or geometry (same formula, charge and spin) in kcal/mol: 202.3
Highest occupied orbital energy in eV: -8.3
Orbital gap in eV: 7.194
E_tot in Eh: -246.98492

These are the Mulliken partial charges, in e, on atoms 1 to 5: 0.014 -0.412 -0.699 -0.114 -0.257

---

Entry 6:
C3H5NO in the gas phase, computed with ωB97M-V/def2-TZVPD.

CARTESIAN COORDINATES (ANGSTROEM)
C (0.33598, -0.21541, -1.07447)
C (0.78426, -0.53515, 0.35081)
C (-0.42734, 0.34699, 0.75832)
N (-0.76403, 0.39161, -0.67049)
O (-1.77591, 0.99722, -1.36385)
H (0.77153, -0.45037, -1.95278)
H (0.71313, -1.53665, 0.74675)
H (1.74223, -0.27329, 0.53730)
H (-1.24820, 0.06642, 1.37672)
H (-0.13166, 1.20863, 1.29170)

Results
Multiplicity: 1
Energy relative to the best compared isomer or geometry (same formula, charge and spin) in kcal/mol: 93.1
Highest occupied orbital energy (alpha / beta) in eV: -8.7 / -8.7
Orbital gap (alpha / beta) in eV: 9.452 / 9.451
SMILES string: [O-][N+]1=CCC1
E_tot in Eh: -247.15894

These are the Mulliken partial charges, in e, on atoms 1 to 5: -0.275 -0.591 -0.456 0.363 -0.624

---

Entry 7:
A molecular structure, C3H5NO, computed with ωB97M-V/def2-TZVPD.

CARTESIAN COORDINATES (ANGSTROEM)
C (-1.22372, 1.02600, -0.09742)
O (-0.55703, 0.64399, -1.06805)
C (0.65970, -0.68682, -0.71946)
C (0.97614, -0.38793, 0.67403)
N (1.89617, -1.13936, 0.93828)
H (-1.90620, 0.35256, 0.43115)
H (-1.24584, 2.08683, 0.18322)
H (0.32609, 0.37920, 1.23863)
H (1.39463, -0.44282, -1.47376)
H (0.11852, -1.60879, -0.89913)

Results
Multiplicity: 1
Energy relative to the best compared isomer or geometry (same formula, charge and spin) in kcal/mol: 119.4
Highest occupied orbital energy (alpha / beta) in eV: -8.7 / -7.9
Orbital gap (alpha / beta) in eV: 8.461 / 7.580
E_tot in Eh: -247.11690

These are the Mulliken partial charges, in e, on atoms 1 to 5: -0.414 -0.364 -0.236 0.113 -0.512

---

Entry 8:
2 unconnected molecules or ions with the total composition C3H5NO, computed with ωB97M-V/def2-TZVPD.

CARTESIAN COORDINATES (ANGSTROEM)
C (-2.93357, -0.32013, 0.48617)
C (0.90212, 0.14258, 0.36764)
C (0.99553, 0.66012, -0.94742)
N (-0.28069, -0.16259, 0.92864)
O (-3.42966, -0.81137, -0.43364)
H (-1.16182, -0.19152, 0.39587)
H (1.82991, 0.24571, -1.38749)
H (1.22274, 1.85112, -0.91366)
H (0.03930, 0.70955, -1.71643)
H (-0.44831, -0.32928, 1.90349)

Results
Multiplicity: 1
Energy relative to the best compared isomer or geometry (same formula, charge and spin) in kcal/mol: 80.3
Highest occupied orbital energy in eV: -7.7
Orbital gap in eV: 8.287
E_tot in Eh: -247.17933

These are the Mulliken partial charges, in e, on atoms 1 to 5: -0.006 -0.318 -0.511 -0.127 -0.153

---

Entry 9:
C3H5NO in the gas phase, computed with ωB97M-V/def2-TZVPD.

CARTESIAN COORDINATES (ANGSTROEM)
C (-0.37058, -0.55037, -0.22516)
C (0.27637, 0.67665, -0.03366)
C (-0.62285, 1.73774, 0.03415)
H (1.27731, -2.87481, 0.68504)
H (-1.31176, -0.56578, -0.73671)
H (1.38245, 0.71392, -0.05609)
H (-0.16305, 2.86381, -0.14720)
H (-1.76837, 1.69785, -0.00112)
N (0.00523, -1.79050, -0.08804)
O (1.29524, -1.90849, 0.56879)

Results
Multiplicity: 1
Energy relative to the best compared isomer or geometry (same formula, charge and spin) in kcal/mol: 77.2
Highest occupied orbital energy in eV: -9.2
Orbital gap in eV: 9.464
SMILES string: C=C/C=N\O
E_tot in Eh: -247.18427

These are the Mulliken partial charges, in e, on atoms 1 to 5: -0.074 -0.015 -0.597 0.358 0.354

---

Entry 10:
C3H5NO in the gas phase, computed with ωB97M-V/def2-TZVPD.

CARTESIAN COORDINATES (ANGSTROEM)
C (0.45056, -0.52237, 1.07303)
O (0.44104, -0.91086, -0.29449)
C (-0.23987, -0.06977, -1.19936)
C (-0.54213, 1.20533, -0.51948)
N (-0.73775, 2.03335, 0.26659)
H (1.12235, -1.21883, 1.56453)
H (-0.54657, -0.54288, 1.53516)
H (0.85487, 0.47758, 1.20173)
H (-1.19619, -0.50387, -1.53594)
H (0.39369, 0.05232, -2.09176)

Results
Multiplicity: 1
Energy relative to the best compared isomer or geometry (same formula, charge and spin) in kcal/mol: 33.2
Highest occupied orbital energy in eV: -10.4
Orbital gap in eV: 11.272
SMILES string: COCC#N
E_tot in Eh: -247.25425

These are the Mulliken partial charges, in e, on atoms 1 to 5: -0.727 -0.343 -0.169 0.299 -0.424